C2H14NO3 | ωB97M-V/def2-TZVPD

Structure (XYZ):
```
20
Properties=species:S:1:pos:R:3:forces:R:3
O 1.0910 1.5421 1.5698 -0.573 0.340 -0.049
O -1.4757 1.8341 0.4814 -0.901 0.089 0.569
O 2.5605 -0.7396 0.3381 -1.237 -0.171 0.083
N -0.1704 -0.5516 -0.3474 0.321 0.889 -1.274
C -1.2790 -1.4372 -0.0222 -0.033 -1.706 1.016
C -0.0105 -0.3150 -1.8361 0.275 -0.225 0.713
H -1.0668 -2.4347 -0.4169 -0.033 0.252 -0.383
H -0.2566 0.3949 0.0573 -0.359 -0.481 0.341
H -1.0193 -0.2220 -2.2231 0.187 0.460 -0.357
H 0.7354 -0.8799 -0.0025 0.352 -0.235 0.335
H -1.7364 2.3618 1.2547 0.455 0.227 -0.213
H -1.3116 -1.6342 1.0498 -0.019 0.470 0.087
H 0.5061 -1.1355 -2.3278 -0.186 -0.285 0.256
H 0.5724 2.0820 0.9594 0.491 0.008 -0.497
H 3.2814 -0.8141 -0.2724 0.824 -0.049 -0.093
H 0.6467 0.5479 -1.9113 -0.435 0.246 -0.369
H 0.6118 1.8007 2.3627 0.362 -0.313 0.687
H 2.8687 -0.5628 1.2304 0.318 0.133 -0.130
H -2.2692 -1.1400 -0.3550 0.249 0.481 -0.265
H -2.2785 1.3030 0.4111 -0.057 -0.130 -0.456
```
Forces are in eV/Å.

As for the frontier orbital gap: 12.16 eV. Its net charge is +1. The calculation puts the largest force on an atom at 0.0386 Eh/bohr. The HOMO energy comes out at -15.25 eV. The total energy is -364.8311 a.u. The relative energy (zero: lowest compared OMol25 entry of this formula, charge and spin) is 20.44 kcal per mole.

Taken from the Löwdin analysis, the atomic charges in e are: -0.046 -0.047 -0.026 -0.065 -0.030 0.023 0.113 0.093 0.101 0.106 0.088 0.109 0.105 0.021 0.058 0.107 0.052 0.067 0.103 0.066



C8H16N2O3S3SbScSe2Te2 | ωB97M-V/def2-TZVPD

Structure (XYZ):
```
38
Properties=species:S:1:pos:R:3:forces:R:3
Te 1.6591 0.9359 -5.4123 -0.099 0.025 -0.017
Te 3.4039 -0.1678 -3.6492 0.197 -0.117 0.020
Sb -0.5725 -3.1641 -0.6148 0.255 -0.247 -0.278
Se 4.2784 1.6848 -2.4141 0.041 0.034 0.011
Se 0.1860 2.1566 -3.7946 0.127 -0.041 -0.066
Sc 0.1727 -0.0030 -2.2127 -0.603 -0.074 0.466
S 0.4700 -2.3073 -2.7418 0.003 -0.185 -0.093
S -1.0413 -1.1287 0.7671 -0.024 0.267 0.142
S 1.2149 -3.8023 0.6671 -0.057 0.001 -0.010
O 1.7241 -0.1876 -0.7751 0.128 0.290 -0.111
O -0.1387 1.5672 -0.3754 -0.001 0.033 0.030
O -1.6943 -0.1178 -1.6296 0.076 0.089 0.012
N -3.4569 0.0088 -0.1425 -0.011 0.004 0.034
N 2.7208 0.0485 1.2171 -0.049 -0.011 -0.059
C -1.5082 1.4699 0.0571 0.040 0.144 0.012
C -2.0190 0.0767 -0.3174 -0.017 -0.112 -0.128
C 1.7984 0.3782 0.3276 -0.010 -0.020 0.013
C 2.7754 0.6813 2.5221 0.028 -0.033 0.030
C -3.9102 0.2221 1.2198 -0.046 0.033 0.032
C 0.8467 1.5182 0.6324 -0.002 -0.006 -0.017
C -4.0110 -1.2332 -0.6599 -0.005 -0.042 -0.004
C 3.6287 -1.0630 0.9329 -0.062 0.023 0.059
H -3.7356 -2.0943 -0.0322 0.000 -0.004 -0.013
H -3.6497 -1.4093 -1.6692 0.019 0.033 -0.002
H 3.7604 -1.6428 1.8446 0.010 0.002 -0.001
H -5.0013 0.2024 1.2256 0.004 -0.024 0.003
H -3.5414 -0.5487 1.9121 0.002 -0.005 -0.007
H -1.5670 1.7035 1.1194 -0.020 -0.012 -0.003
H 2.6889 1.7652 2.4464 -0.016 -0.006 -0.013
H 3.7410 0.4574 2.9687 0.000 0.009 -0.001
H -3.6097 1.2001 1.5976 0.042 -0.002 -0.037
H 3.1705 -1.7132 0.1929 0.026 -0.018 -0.012
H 1.9906 0.2966 3.1783 0.007 -0.001 0.009
H 0.3985 1.3849 1.6166 0.007 -0.033 0.000
H 4.5877 -0.6773 0.5817 0.006 -0.023 -0.019
H -2.0748 2.1983 -0.5255 0.002 0.010 0.017
H 1.4142 2.4565 0.6194 0.000 0.002 -0.003
H -5.0993 -1.1529 -0.6800 0.002 0.018 0.004
```
Forces are in eV/Å.

As for the frontier orbital gap (alpha / beta): 6.05 / 4.44 eV. Its net charge is -1. The calculation puts the largest force on an atom at 0.0149 Eh/bohr. The HOMO energy (alpha / beta) comes out at -4.05 / -4.04 eV. The total energy is -8184.4073 a.u. As for the expectation value of S²: 0.76. The relative energy (zero: lowest compared OMol25 entry of this formula, charge and spin) is 0.00 kcal per mole. The spin multiplicity is 2.

Taken from the Löwdin analysis, the atomic charges in e are: 0.147 0.221 0.333 -0.180 -0.164 0.184 -0.148 0.469 -0.358 -0.202 -0.225 -0.335 -0.221 -0.102 -0.161 -0.880 -0.445 -0.028 -0.120 -0.128 -0.105 -0.031 0.065 0.084 0.089 0.081 0.065 0.112 0.089 0.091 0.074 0.044 0.104 0.118 0.091 0.144 0.149 0.081



C22H66O11 | ωB97M-V/def2-TZVPD

Structure (XYZ):
```
99
Properties=species:S:1:pos:R:3:forces:R:3
O 13.8900 8.7289 16.6744 -1.130 -0.066 0.248
O 11.0080 10.7169 7.9376 -1.023 -0.784 -1.527
O 12.8093 12.3933 19.1322 0.201 -1.178 0.979
O 8.7391 7.9342 18.8899 -0.821 -0.623 0.646
O 6.3799 9.4050 15.1944 0.050 -0.261 0.723
O 11.4529 12.3539 16.8163 1.451 1.051 0.080
O 12.7348 10.6557 15.1671 -0.061 1.110 -0.140
O 16.3891 8.4907 10.8940 -0.040 0.685 0.129
O 8.5211 6.2932 12.6549 0.761 -0.157 0.192
O 8.8743 11.4715 9.4596 0.408 0.193 -0.654
O 9.0709 14.0647 10.0455 -0.995 -0.268 0.057
C 12.0425 9.8701 14.2483 -0.426 -1.323 -0.777
C 7.5551 10.0006 14.6916 0.570 -0.242 -0.534
C 10.1316 12.4244 16.4856 -2.313 -0.810 1.167
C 8.4923 9.3260 10.3913 -0.775 1.124 0.638
C 9.8040 8.7812 18.5882 -0.197 -0.014 -1.034
C 13.4986 10.6057 20.6331 -0.855 0.704 -0.239
C 9.3530 12.6668 17.7912 0.132 0.174 0.547
C 14.8675 7.2806 12.2403 -0.486 0.372 0.590
C 10.4297 8.2628 17.3141 0.811 0.260 0.426
C 13.3844 10.5756 8.2190 -0.183 -0.224 0.001
C 15.2452 8.6604 16.3329 1.203 0.560 0.728
C 8.3437 10.8686 10.5906 0.079 -1.972 0.217
C 7.3400 11.4429 14.3452 -0.532 0.452 0.310
C 10.3114 14.5930 10.4187 0.829 1.158 0.187
C 12.0352 11.2421 8.6418 2.799 -0.352 0.564
C 10.9381 13.7289 11.4727 -0.085 -0.586 -0.604
C 9.9080 6.2023 13.0027 1.062 0.845 -0.837
C 16.0468 9.7373 17.1140 -0.044 -0.736 -0.603
C 10.7827 6.6250 11.7956 -1.196 -0.107 -0.270
C 15.1001 8.6153 11.4932 -0.138 -1.720 -0.518
C 12.8093 10.9538 19.3038 0.969 0.896 0.139
C 11.4257 10.6585 13.1120 0.810 0.351 0.228
H 9.4669 9.0277 10.0049 -0.032 0.323 -0.193
H 10.7140 11.3904 13.4938 -0.336 -0.210 -0.043
H 8.1082 8.4171 19.4288 -0.086 -0.123 0.094
H 10.9919 9.9725 12.3844 -0.281 0.116 0.095
H 8.2222 11.9760 13.9908 0.042 -0.221 -0.228
H 10.2057 5.2014 13.3151 -0.247 -0.152 0.057
H 9.8212 13.0966 15.6857 0.434 0.534 -0.052
H 15.6481 7.1525 12.9903 0.300 -0.078 -0.057
H 8.0589 5.9802 13.4359 -0.361 0.034 -0.014
H 13.5676 10.6481 7.1469 -0.251 0.407 -0.103
H 12.3959 12.5557 18.2811 -0.331 0.138 -0.352
H 7.9256 9.4506 13.8265 -0.051 -0.137 -0.332
H 13.4476 9.5007 8.3888 -0.564 -0.141 0.294
H 13.3674 10.5159 18.4763 0.047 -0.171 -0.109
H 9.8400 11.4288 16.1510 -0.367 -0.278 -0.262
H 8.2918 12.4236 17.7385 0.030 -0.062 -0.188
H 8.8442 11.1705 11.5106 0.253 0.203 0.099
H 6.9907 11.9698 15.2331 -0.019 0.070 0.094
H 11.8300 6.3267 11.8416 -0.147 -0.096 0.251
H 16.0694 9.4638 18.1688 -0.106 0.256 0.041
H 10.5281 8.8496 19.4001 0.062 0.011 0.102
H 9.8133 12.0909 18.5941 -0.066 -0.714 -0.235
H 11.2606 9.2595 14.6999 -0.382 0.215 0.536
H 8.3688 8.8234 11.3506 -0.219 -0.160 -0.030
H 12.1852 11.2478 12.5980 0.152 -0.060 -0.080
H 9.4396 13.6390 18.2762 0.016 0.581 -0.802
H 13.2432 10.0658 15.7284 -0.013 -0.311 0.509
H 15.3262 8.8065 15.2558 0.180 -0.153 -0.056
H 17.0767 9.7871 16.7604 0.075 -0.151 -0.036
H 17.0019 8.3787 11.6244 0.296 -0.024 -0.064
H 5.6922 9.3473 14.5270 0.170 0.129 -0.238
H 12.8440 10.9333 21.4407 -0.122 -0.209 0.148
H 14.2772 10.9591 8.7129 -0.200 0.461 0.176
H 7.2994 11.1711 10.6684 -0.272 -0.293 0.278
H 11.9220 11.8808 16.1251 0.552 -0.416 -0.434
H 10.2470 15.6042 10.8204 -0.545 0.249 -0.049
H 13.9528 7.1952 12.8270 -0.322 0.462 -0.069
H 14.4022 11.1958 20.7859 0.235 -0.303 -0.354
H 10.9617 14.6756 9.5478 0.184 -0.156 -0.112
H 14.8515 6.3986 11.6001 0.313 0.289 -0.320
H 10.9448 7.3111 17.4443 -0.139 -0.165 0.144
H 11.7722 14.2593 11.9322 0.035 -0.256 0.010
H 11.8370 11.0642 9.6988 0.396 0.146 0.468
H 11.1990 9.0012 17.0885 0.062 0.010 -0.638
H 12.7117 9.0899 13.8858 0.328 0.066 -0.518
H 8.8687 12.4129 9.6476 0.253 0.726 -0.206
H 7.6881 9.0377 9.7144 0.258 -0.401 -0.068
H 14.4180 8.7076 10.6480 -0.131 0.055 0.105
H 13.6624 9.5313 20.7165 0.171 0.060 0.049
H 6.5252 11.4918 13.6228 0.129 0.272 -0.281
H 9.6878 8.1470 16.5240 0.074 0.212 -0.003
H 10.1518 6.9120 13.7932 -0.178 -0.094 0.466
H 8.3613 9.8992 15.4181 -0.308 -0.101 0.440
H 13.7047 7.9768 17.2414 -0.434 0.225 0.023
H 8.6663 14.5471 9.3208 0.139 0.248 -0.033
H 11.2582 12.8346 10.9380 0.361 -0.203 0.467
H 15.5445 7.6590 16.6423 0.736 0.015 -0.503
H 10.3178 6.1991 10.9065 0.225 -0.324 -0.130
H 9.4071 9.7666 18.3443 0.174 0.369 0.259
H 10.2115 13.4196 12.2241 -0.007 0.231 0.089
H 10.7232 7.6961 11.6022 0.104 0.116 0.335
H 14.9830 9.5056 12.1112 0.177 -0.014 0.237
H 10.2193 10.9628 8.4266 -0.816 -0.074 0.020
H 11.8047 10.5319 19.2744 -0.176 0.169 0.059
H 12.1589 12.3129 8.4798 -0.065 0.432 0.048
H 15.6310 10.7338 16.9655 -0.228 -0.088 0.137
```
Forces are in eV/Å.

As for the frontier orbital gap: 9.78 eV. Its net charge is 0. The calculation puts the largest force on an atom at 0.0559 Eh/bohr. The HOMO energy comes out at -9.54 eV. The total energy is -1705.3031 a.u. The relative energy (zero: lowest compared OMol25 entry of this formula, charge and spin) is 71.08 kcal per mole.

Taken from the Löwdin analysis, the atomic charges in e are: -0.112 -0.059 -0.092 -0.060 -0.060 -0.081 -0.070 -0.083 -0.079 -0.095 -0.067 -0.315 -0.336 -0.322 -0.048 -0.337 -0.079 -0.061 -0.088 -0.077 -0.072 -0.286 -0.300 -0.085 -0.315 -0.363 -0.073 -0.295 -0.058 -0.071 -0.292 -0.297 -0.054 0.067 0.058 0.088 0.067 0.055 0.108 0.109 0.062 0.080 0.068 0.018 0.099 0.057 0.080 0.087 0.070 0.084 0.077 0.060 0.074 0.104 0.058 0.092 0.048 0.074 0.075 0.037 0.104 0.071 0.073 0.085 0.069 0.065 0.114 0.051 0.112 0.043 0.072 0.115 0.078 0.078 0.092 0.090 0.053 0.102 0.034 0.078 0.097 0.067 0.077 0.070 0.089 0.087 0.105 0.114 0.049 0.118 0.078 0.098 0.072 0.039 0.104 0.029 0.076 0.102 0.077



C18H31N5O2 | ωB97M-V/def2-TZVPD

Structure (XYZ):
```
56
Properties=species:S:1:pos:R:3:forces:R:3
O 0.8540 -2.8438 0.4551 -0.271 -0.196 -0.162
O 0.4723 -0.1916 -3.3696 -0.069 0.392 -0.205
N -0.3336 -1.8721 -2.0767 -0.238 -0.449 -0.102
N -2.7802 1.0844 0.0087 -0.088 0.801 -0.009
N 2.8903 0.1273 -0.0129 0.078 -0.197 0.268
N -2.8493 -0.0037 0.7842 0.346 -0.344 -0.422
N 2.8647 -2.3338 1.2924 0.131 -0.279 0.257
C -2.4960 -2.4908 0.6905 0.118 0.036 0.056
C -2.4168 0.6730 -1.1931 -0.051 -0.391 0.235
C -2.2609 -0.7294 -1.1983 -0.207 0.005 0.205
C 0.5173 2.0126 0.8735 0.323 0.036 0.066
C 1.9643 -1.2647 -1.8125 -0.272 0.201 -0.131
C -2.5448 -1.1289 0.0978 -0.013 0.110 -0.331
C 1.8321 -0.8139 -0.3276 -0.089 0.056 -0.281
C -3.2564 0.1374 2.1555 -0.380 0.040 0.344
C 3.9864 -1.4369 1.4326 0.220 0.506 -0.012
C 1.9303 2.4565 0.5013 -0.091 -0.087 -0.178
C 1.8754 3.8323 -0.1611 0.149 -0.211 0.194
C 3.4623 -0.0105 1.3016 0.167 -0.235 0.038
C 0.6321 -1.0450 -2.5186 0.503 -0.495 0.135
C -1.7415 -1.5860 -2.3068 0.011 0.154 0.139
C -4.7616 -0.0655 2.3208 0.257 0.040 -0.007
C 2.6465 1.4872 -0.4609 0.125 0.256 0.228
C -2.2133 1.6120 -2.3275 -0.034 0.019 0.029
C 1.8044 -2.0749 0.5169 0.024 0.127 0.189
H 2.2478 -2.3162 -1.8750 0.030 -0.010 -0.014
H -3.0962 -2.5587 1.5937 -0.074 -0.081 0.053
H -5.0456 0.0780 3.3599 -0.078 0.001 0.115
H 3.6272 1.9192 -0.6958 -0.088 0.077 -0.097
H 2.5234 2.5409 1.4197 0.021 -0.004 -0.035
H 1.4164 4.5580 0.5062 -0.050 0.101 0.025
H -1.2839 1.3797 -2.8454 0.022 0.052 -0.067
H 2.7327 -0.6644 -2.2970 -0.118 -0.035 0.013
H 4.2859 0.7007 1.3923 -0.008 -0.009 0.054
H 2.0779 1.4293 -1.3906 0.006 0.057 -0.130
H -2.7007 -0.5755 2.7709 0.008 0.109 -0.060
H -0.1248 -2.4378 -1.2591 0.129 0.103 -0.037
H -2.8672 -3.2172 -0.0303 -0.055 -0.084 0.007
H 0.8383 -0.3560 -0.2024 0.096 -0.153 0.070
H 4.4512 -1.5945 2.4079 -0.061 -0.003 -0.057
H -2.1842 2.6326 -1.9557 -0.010 0.098 -0.016
H -5.0531 -1.0670 2.0128 -0.050 -0.093 -0.012
H -3.0316 1.5238 -3.0422 -0.022 0.066 -0.092
H -0.0868 1.8560 -0.0170 -0.137 -0.060 -0.091
H -2.9871 1.1525 2.4560 0.080 -0.167 -0.018
H 4.7282 -1.6255 0.6476 0.016 0.077 0.144
H -2.2825 -2.5347 -2.3620 0.027 0.090 -0.106
H -5.2972 0.6536 1.7067 -0.061 0.056 -0.046
H 2.8741 4.1819 -0.4138 0.091 0.099 -0.071
H -1.4664 -2.7602 0.9317 -0.007 -0.064 0.065
H 2.8583 -3.2077 1.7984 -0.126 0.056 -0.122
H 0.5238 1.0965 1.4611 -0.080 -0.144 0.032
H 2.7441 0.1763 2.1201 0.104 0.045 -0.002
H -1.8189 -1.0622 -3.2609 -0.065 -0.151 0.046
H 1.2860 3.7847 -1.0738 -0.094 0.031 -0.148
H 0.0327 2.7825 1.4711 -0.100 0.042 0.055
```
Forces are in eV/Å.

As for the frontier orbital gap: 8.98 eV. Its net charge is 0. The calculation puts the largest force on an atom at 0.0157 Eh/bohr. The HOMO energy comes out at -8.37 eV. The total energy is -1128.7939 a.u. The relative energy (zero: lowest compared OMol25 entry of this formula, charge and spin) is 3.39 kcal per mole.

Taken from the Löwdin analysis, the atomic charges in e are: 0.031 0.053 0.090 0.122 -0.132 -0.129 0.098 0.001 -0.312 -0.123 -0.068 -0.015 -0.216 -0.204 -0.196 -0.150 -0.410 -0.077 -0.177 -0.503 -0.105 -0.073 -0.158 -0.027 -0.436 0.129 0.070 0.070 0.127 0.125 0.077 0.059 0.124 0.130 0.129 0.116 0.106 0.086 0.139 0.123 0.075 0.067 0.081 0.068 0.117 0.125 0.121 0.075 0.075 0.065 0.154 0.069 0.128 0.122 0.083 0.081